Record 1
{"formula": "C4H12NO2", "method": "ωB97M-V/def2-TZVPD", "homo_ev": [-19.745, -19.744], "e_tot_ha": -364.0915, "mol_weight_g_mol": 106.145, "s2": 0.76, "total_charge": 2, "gap_ev": [9.83, 6.27], "e_lumo_ha": [-0.365, -0.495], "max_force_ev_per_a": 2.6, "multiplicity": 2, "symbols": ["C", "C", "C", "C", "O", "N", "H", "H", "H", "H", "H", "H", "H", "H", "H", "H", "H", "H", "O"], "xyz": [[0.88, 1.12, -0.02], [0.24, -0.24, 0.01], [0.58, -1.14, 1.23], [2.14, -1.33, 1.26], [2.72, -0.60, 1.99], [-1.27, -0.02, 0.07], [0.48, 1.65, -0.88], [0.77, 1.66, 0.92], [1.95, 1.06, -0.16], [0.31, -0.82, -0.91], [0.31, -0.62, 2.15], [0.16, -2.14, 1.16], [2.62, -2.06, 0.59], [-1.86, -0.80, 0.36], [-1.46, 0.68, 0.81], [-1.60, 0.54, -0.78], [-2.60, 0.30, -2.78], [-2.18, 1.78, -2.79], [-2.20, 0.99, -2.23]], "lowdin_charge": [-0.01, -0.31, 0.00, 0.02, 0.42, 0.20, 0.11, 0.12, 0.10, 0.17, 0.15, 0.15, 0.22, 0.18, 0.18, 0.10, 0.10, 0.10, -0.02]}



Record 2
{"formula": "B4CdH16", "method": "ωB97M-V/def2-TZVPD", "homo_ev": -2.241, "e_tot_ha": -276.5147, "mol_weight_g_mol": 171.788, "total_charge": -2, "gap_ev": 8.18, "e_lumo_ha": 0.218, "max_force_ev_per_a": 2.4, "multiplicity": 1, "symbols": ["Cd", "B", "H", "H", "H", "H", "B", "H", "H", "H", "H", "B", "H", "H", "H", "H", "B", "H", "H", "H", "H"], "xyz": [[0.14, 0.03, -0.11], [-0.50, -1.87, -1.20], [0.48, -2.00, -0.53], [-1.09, -2.92, -1.02], [-1.21, -1.02, -0.79], [-0.21, -1.74, -2.37], [-1.40, 1.91, -0.25], [-1.49, 1.85, -1.47], [-1.99, 2.90, 0.12], [-1.86, 0.95, 0.29], [-0.23, 1.95, -0.02], [-0.32, -0.36, 2.18], [-0.90, -0.45, 3.25], [-0.10, 0.77, 1.86], [0.69, -1.06, 2.20], [-1.07, -0.86, 1.40], [2.23, 0.38, -0.74], [1.48, 0.19, -1.64], [1.74, 1.17, -0.01], [2.30, -0.60, -0.06], [3.32, 0.77, -1.09]], "lowdin_charge": [1.16, -0.54, -0.06, -0.04, -0.09, -0.05, -0.53, -0.05, -0.05, -0.08, -0.10, -0.54, -0.05, -0.08, -0.05, -0.08, -0.54, -0.06, -0.08, -0.06, -0.04]}



Record 3
{"formula": "C5H7NO", "method": "ωB97M-V/def2-TZVPD", "homo_ev": -8.944, "e_tot_ha": -324.5884, "mol_weight_g_mol": 97.117, "gap_ev": 10.04, "e_lumo_ha": 0.040, "max_force_ev_per_a": 3.2, "multiplicity": 1, "symbols": ["C", "C", "C", "C", "C", "N", "O", "H", "H", "H", "H", "H", "H", "H"], "xyz": [[-2.60, 0.01, 0.24], [0.03, -1.17, 0.16], [0.83, 0.18, 0.46], [-1.17, -0.20, 0.27], [1.68, 0.76, -0.62], [-2.14, 0.11, -0.92], [-0.42, 0.98, 0.58], [-3.53, 0.26, 0.76], [0.19, -1.78, -0.73], [0.26, -1.83, 1.08], [1.34, 0.18, 1.47], [1.01, 0.85, -1.46], [2.33, -0.04, -0.87], [2.18, 1.69, -0.42]], "lowdin_charge": [-0.08, -0.01, -0.32, -0.40, -0.04, 0.20, -0.06, 0.11, 0.11, 0.12, 0.15, 0.09, 0.07, 0.08]}